Here is a molecular structure, C5H4O2 from OMol25. Energies are from ωB97M-V with the def2-TZVPD basis set.

```
11
Properties=species:S:1:pos:R:3
O 1.384 -0.962 -1.646
C 0.878 -0.231 -0.843
O -0.417 -1.497 1.465
C -1.065 -1.130 0.515
C -0.618 0.013 -0.378
C 0.037 1.158 0.370
C 1.310 0.851 0.076
H -2.005 -1.645 0.234
H -1.369 0.255 -1.136
H -0.409 1.950 0.960
H 2.275 1.238 0.384
```

Calculated values
- multiplicity = 1
- charge = 0
- LUMO level (eV) = 0.3
- Kohn-Sham gap (eV) = 10.2
- molar mass (Da) = 96.1
- relative energy (zero: lowest compared OMol25 entry of this formula, charge and spin) (eV) = 1.640